Entry 1:
This record from the Open Molecules 2025 dataset describes a 2-piece molecular cluster, C5H10 overall. The level of theory is ωB97M-V with the def2-TZVPD basis set.

Calculated values
HOMO level, eV: -9.60
SMILES: C=CC.C=C
Gap between HOMO and LUMO, eV: 10.89
Energy relative to the best compared isomer or geometry (same formula, charge and spin), kJ/mol: 173.1
DFT total energy, hartree: -196.44245
Multiplicity: 1
LUMO level, eV: 1.29

Element x y z (Å)
C  -1.055  -0.751  0.897
C  -1.692  0.370  0.570
C  1.135  1.572  -0.971
C  1.808  0.841  -0.091
C  -0.412  -1.690  -0.083
H  -0.991  -1.032  1.949
H  -1.013  -2.599  -0.201
H  -1.780  0.686  -0.468
H  -2.146  1.014  1.319
H  1.515  1.772  -1.970
H  0.164  1.993  -0.723
H  1.402  0.641  0.897
H  2.777  0.406  -0.323
H  0.581  -2.003  0.263
H  -0.292  -1.221  -1.064

Calculated atomic charges, method Löwdin, unit e: -0.260, -0.036, -0.080, -0.086, -0.127, 0.094, 0.072, 0.055, 0.053, 0.048, 0.034, 0.045, 0.050, 0.069, 0.067

---

Entry 2:
This record from the Open Molecules 2025 dataset describes C36H30BrN6O2SSe2Yb as an isolated structure. The level of theory is ωB97M-V with the def2-TZVPD basis set.

Calculated values
HOMO level (spin up / spin down), eV: -6.35 / -6.34
⟨S²⟩: 0.75
Gap between HOMO and LUMO (spin up / spin down), eV: 5.70 / 5.70
Energy relative to the best compared isomer or geometry (same formula, charge and spin), kJ/mol: 333.8
DFT total energy, hartree: -10802.67654
Multiplicity: 2
LUMO level (spin up / spin down), eV: -0.65 / -0.65

Element x y z (Å)
Yb  0.210  -0.176  0.567
O  1.236  2.014  1.111
C  1.994  2.362  0.223
C  3.247  3.103  0.454
C  3.673  4.089  -0.346
C  3.127  4.596  -1.656
C  1.164  4.121  -2.509
C  0.488  3.207  -1.459
C  -0.787  2.507  -1.871
N  -1.372  1.755  -1.046
C  -2.689  1.239  -1.429
C  -2.973  -0.041  -0.653
N  -1.784  -0.868  -0.761
C  -1.829  -1.777  -1.667
C  -0.695  -2.445  -2.239
C  -0.883  -3.615  -2.994
C  0.176  -4.239  -3.604
C  1.451  -3.660  -3.491
C  1.659  -2.491  -2.803
C  0.587  -1.839  -2.143
O  0.780  -0.743  -1.488
H  3.746  2.894  1.391
H  4.549  4.623  0.005
H  3.885  5.232  -2.108
H  0.538  4.327  -3.376
H  -1.212  2.751  -2.852
H  -2.727  1.048  -2.507
H  -3.441  1.998  -1.192
H  -3.861  -0.539  -1.062
H  -3.162  0.201  0.390
H  -2.802  -2.027  -2.111
H  -1.884  -4.026  -3.073
H  0.036  -5.152  -4.166
H  2.300  -4.146  -3.960
H  2.642  -2.048  -2.708
S  0.598  0.057  3.379
C  -0.828  0.994  3.313
C  -1.413  1.625  4.434
C  -2.500  2.441  4.276
C  -3.024  2.655  2.996
C  -2.422  1.995  1.950
N  -1.379  1.165  2.084
H  -0.973  1.458  5.407
H  -2.941  2.926  5.139
H  -3.864  3.312  2.823
H  -2.776  2.151  0.941
Se  2.999  -0.747  1.026
Se  3.654  0.883  -2.459
C  2.569  2.198  -2.112
C  2.577  3.553  -2.705
C  1.704  5.298  -1.675
C  0.891  5.285  -0.422
C  0.194  4.160  -0.310
N  1.566  2.199  -1.112
C  2.365  -2.467  0.607
C  3.183  -3.576  0.351
C  2.607  -4.793  0.073
C  1.217  -4.912  0.044
C  0.476  -3.780  0.303
N  1.026  -2.593  0.582
H  3.043  3.621  -3.682
H  1.747  6.259  -2.182
H  0.892  6.066  0.325
H  -0.448  3.878  0.512
H  4.258  -3.461  0.374
H  3.234  -5.654  -0.125
H  0.728  -5.849  -0.178
H  -0.607  -3.808  0.298
Br  -0.340  -4.763  4.883
C  -1.392  -3.737  3.702
C  -2.753  -3.951  3.598
C  -3.455  -3.166  2.701
C  -2.766  -2.221  1.957
N  -1.454  -2.009  2.057
C  -0.782  -2.762  2.931
H  -3.243  -4.706  4.197
H  -4.522  -3.278  2.573
H  -3.306  -1.611  1.249
H  0.278  -2.573  3.012

Calculated atomic charges, method Löwdin, unit e: 1.467, -0.070, -0.471, 0.031, 0.004, -0.137, -0.115, -0.283, -0.052, 0.047, -0.191, -0.243, -0.059, -0.097, -0.175, -0.060, -0.105, -0.079, -0.015, -0.382, -0.271, 0.130, 0.117, 0.137, 0.152, 0.141, 0.122, 0.121, 0.119, 0.067, 0.131, 0.109, 0.093, 0.104, 0.087, 0.568, -0.786, -0.102, -0.085, -0.083, -0.183, -0.069, 0.098, 0.104, 0.093, 0.071, 0.557, 0.888, -0.734, -0.202, -0.161, -0.001, 0.003, 0.033, -0.751, -0.109, -0.072, -0.063, -0.160, -0.085, 0.140, 0.144, 0.120, 0.118, 0.098, 0.106, 0.102, 0.109, 0.761, -0.664, -0.107, -0.052, -0.132, 0.020, -0.252, 0.106, 0.106, 0.081, 0.053

---

Entry 3:
This record from the Open Molecules 2025 dataset describes an isolated ion of composition C6H10N and charge +1. The level of theory is ωB97M-V with the def2-TZVPD basis set.

Calculated values
HOMO level, eV: -15.85
SMILES: CC(C)[C@@]12C=[N+]1C2
Gap between HOMO and LUMO, eV: 10.57
Energy relative to the best compared isomer or geometry (same formula, charge and spin), kJ/mol: 334.5
DFT total energy, hartree: -288.95558
Multiplicity: 1
Net charge: +1
LUMO level, eV: -5.27

Element x y z (Å)
C  -0.886  -1.139  -1.310
C  1.156  -0.835  -1.767
C  0.239  -0.687  -0.581
C  -1.063  1.270  0.478
C  0.543  -0.231  1.916
C  0.236  0.475  0.502
N  -0.116  -0.779  -2.257
H  -1.915  -1.210  -1.396
H  1.762  0.017  -1.924
H  1.622  -1.720  -1.980
H  -1.047  2.139  -0.152
H  -1.439  1.660  1.420
H  -1.941  0.750  -0.016
H  0.118  -1.223  2.097
H  0.076  0.481  2.613
H  1.606  -0.143  2.064
H  1.048  1.174  0.292

Calculated atomic charges, method Löwdin, unit e: 0.100, -0.025, 0.009, -0.060, -0.003, -0.283, 0.196, 0.140, 0.139, 0.126, 0.081, 0.090, 0.093, 0.091, 0.088, 0.077, 0.140

---

Entry 4:
This record from the Open Molecules 2025 dataset describes a 2-piece molecular cluster, C4H11NO2 overall. The level of theory is ωB97M-V with the def2-TZVPD basis set.

Calculated values
HOMO level, eV: -9.54
SMILES: CC(N)=O.CCO
Gap between HOMO and LUMO, eV: 10.15
Energy relative to the best compared isomer or geometry (same formula, charge and spin), kJ/mol: 231.3
DFT total energy, hartree: -364.18009
Multiplicity: 1
LUMO level, eV: 0.61

Element x y z (Å)
C  0.954  -2.344  -0.211
C  0.878  -2.325  -1.695
O  -0.470  -2.099  0.302
H  1.330  -3.379  0.211
H  1.615  -1.531  0.221
H  0.645  -1.319  -1.917
H  -1.037  -1.921  -0.559
H  0.224  -3.108  -2.026
H  1.801  -2.213  -2.258
C  -1.711  2.149  0.580
C  -0.248  1.877  0.494
O  0.415  2.882  0.190
N  0.314  0.592  0.646
H  -1.992  2.553  1.659
H  -2.341  1.332  0.436
H  1.004  0.155  0.173
H  -0.303  -0.146  0.735
H  -1.939  3.026  -0.141

Calculated atomic charges, method Löwdin, unit e: -0.261, -0.114, -0.172, 0.143, 0.105, 0.060, 0.130, 0.085, 0.088, -0.032, -0.525, 0.002, 0.176, 0.127, 0.032, 0.018, 0.022, 0.117

---

Entry 5:
This record from the Open Molecules 2025 dataset describes a 2-piece molecular cluster, C4H9O4 overall. The level of theory is ωB97M-V with the def2-TZVPD basis set.

Calculated values
HOMO level, eV: -4.68
Gap between HOMO and LUMO, eV: 8.50
Energy relative to the best compared isomer or geometry (same formula, charge and spin), kJ/mol: 190.8
DFT total energy, hartree: -458.79480
Multiplicity: 1
Net charge: -1
LUMO level, eV: 3.82

Element x y z (Å)
O  -2.404  -1.257  0.485
C  -1.273  -1.053  -0.065
O  -0.352  -1.807  -0.397
C  -0.908  0.448  -0.330
C  0.637  0.403  -0.511
C  1.107  1.608  -1.251
O  1.266  0.678  0.802
H  -1.368  0.791  -1.271
H  -1.251  1.394  0.245
H  1.023  -0.556  -1.015
H  1.016  2.457  -0.747
H  0.562  1.624  -2.250
H  2.216  1.619  -1.442
H  1.108  -0.145  1.192
H  0.270  -1.674  2.182
H  -1.231  -2.205  1.875
O  -0.420  -2.325  2.499

Calculated atomic charges, method Löwdin, unit e: -0.096, -0.726, -0.061, -0.075, -0.417, -0.103, -0.055, 0.094, 0.140, 0.157, 0.013, 0.100, 0.087, 0.015, 0.024, 0.045, -0.143

---

Q: Among the records above, which one has the highest energy relative to the best compared isomer or geometry (same formula, charge and spin)?
A: C6H10N

---

Q: Which formula does entry 5 have?
A: C4H9O4

---

Q: Which formula does entry 4 have?
A: C4H11NO2

---

Q: Among the records above, which one has the lowest energy relative to the best compared isomer or geometry (same formula, charge and spin)?
A: C5H10